1.
{
  "formula": "C2H6FN2",
  "method": "the ωB97M-V functional and the def2-TZVPD basis",
  "species": ["C", "C", "N", "N", "F", "H", "H", "H", "H", "H", "H"],
  "coordinates": [[-1.089, 0.348, -0.130], [1.279, 0.437, 0.141], [0.000, 1.015, -0.133], [-0.985, -1.517, 0.338], [-2.300, 0.665, -0.276], [1.979, 0.933, -0.382], [1.578, 0.549, 1.258], [1.300, -0.578, -0.249], [-0.057, 1.931, -0.514], [-1.652, -1.971, -0.176], [-0.054, -1.814, 0.123]],
  "fmax_ev_per_a": 7.7,
  "homo_lumo_gap_ev": 11.070,
  "homo_ev": -15.819,
  "total_energy_ha": -288.8039,
  "total_charge": 1
}

***

2.
{
  "formula": "C27H27BCl2N3O4S",
  "method": "the ωB97M-V functional and the def2-TZVPD basis",
  "species": ["N", "C", "C", "C", "C", "N", "C", "O", "C", "Cl", "C", "Cl", "C", "O", "C", "C", "C", "C", "C", "B", "C", "C", "C", "C", "N", "C", "C", "C", "C", "O", "C", "C", "C", "C", "C", "C", "O", "S", "H", "H", "H", "H", "H", "H", "H", "H", "H", "H", "H", "H", "H", "H", "H", "H", "H", "H", "H", "H", "H", "H", "H", "H", "H", "H", "H"],
  "coordinates": [[2.684, -0.897, 4.055], [2.041, -1.386, 3.198], [1.382, -1.993, 2.117], [0.132, -1.788, 1.495], [-1.036, -1.147, 2.049], [3.287, -0.007, -0.711], [0.264, -2.995, 0.670], [-1.771, -3.164, -0.529], [-0.556, -3.608, -0.270], [0.018, -4.922, -1.119], [1.069, -4.676, 5.105], [1.135, -5.886, 4.140], [1.601, -3.150, 1.276], [1.010, -3.750, 5.823], [-0.879, 3.742, 0.790], [-0.718, 2.409, 0.931], [0.192, 5.204, -2.535], [0.543, 4.037, -2.504], [-0.572, 0.237, 2.154], [0.243, 1.267, 0.418], [-0.344, 0.379, -0.698], [-1.740, 0.133, -0.981], [-1.825, -0.391, -2.302], [-2.625, -3.767, -3.427], [-3.669, -2.899, -2.861], [-2.897, -3.343, -4.757], [-3.986, -2.577, -4.277], [-0.499, -0.545, -2.806], [0.409, -0.151, -1.790], [2.927, 2.236, -1.114], [1.773, 1.191, 0.708], [4.406, -0.579, -0.733], [2.626, 4.732, 1.185], [2.732, 1.217, -0.459], [-1.175, -1.493, 3.487], [2.479, 1.199, 1.888], [1.981, 1.712, 3.020], [-1.695, 1.550, 2.145], [-1.821, 4.181, 1.118], [-6.033, 6.491, -0.476], [-0.093, 4.349, 0.385], [-0.111, 6.230, -2.611], [0.832, 3.011, -2.419], [-2.564, 0.374, -0.310], [-2.738, -0.582, -2.821], [-4.363, 1.000, -5.097], [-2.471, -3.564, -5.726], [-4.697, -1.859, -4.665], [-1.916, -2.197, -0.359], [-4.405, -3.400, -2.355], [-1.896, -4.383, -2.915], [-0.233, -0.875, -3.792], [1.484, -0.233, -1.838], [4.454, -1.617, -0.354], [5.353, -0.210, -1.188], [2.855, 4.083, 0.335], [3.242, 5.634, 1.154], [1.578, 5.020, 1.128], [0.251, 0.454, 2.819], [-0.462, -2.200, 3.897], [-2.019, -1.090, 4.028], [-1.932, -1.209, 1.410], [3.532, 0.876, 1.916], [2.788, 4.197, 2.123], [2.437, 1.390, 3.830]],
  "fmax_ev_per_a": 4.8,
  "homo_lumo_gap_ev": 0.997,
  "homo_ev": -2.201,
  "total_energy_ha": -2852.5494,
  "total_charge": -1
}

***

3.
{
  "formula": "C36H26I2N6O6Ta",
  "method": "the ωB97M-V functional and the def2-TZVPD basis",
  "species": ["Ta", "O", "C", "C", "C", "C", "C", "C", "C", "O", "N", "N", "C", "C", "C", "C", "C", "C", "C", "O", "H", "H", "H", "H", "H", "H", "H", "H", "H", "H", "I", "C", "C", "C", "I", "C", "C", "C", "C", "N", "C", "C", "O", "H", "H", "H", "H", "O", "C", "N", "C", "O", "C", "C", "C", "C", "C", "C", "H", "H", "H", "H", "C", "C", "C", "C", "N", "N", "C", "H", "H", "H", "H", "H", "H", "H", "H"],
  "coordinates": [[0.198, -0.022, -0.119], [-0.312, 1.496, 5.199], [-0.709, 0.216, 5.157], [-0.890, -0.440, 6.375], [-1.311, -1.752, 6.405], [-1.560, -2.451, 5.222], [-1.372, -1.817, 4.016], [-0.944, -0.484, 3.959], [-0.716, 0.133, 2.658], [-0.773, -0.616, 1.579], [-0.454, 1.406, 2.550], [-0.273, 1.734, 1.216], [-0.469, 2.975, 0.915], [-0.494, 3.478, -0.423], [-0.532, 4.860, -0.658], [-0.597, 5.350, -1.941], [-0.654, 4.461, -3.016], [-0.650, 3.095, -2.814], [-0.559, 2.599, -1.517], [-0.564, 1.278, -1.313], [-0.290, 1.853, 4.289], [-0.699, 0.114, 7.284], [-1.452, -2.242, 7.359], [-1.897, -3.477, 5.254], [-1.557, -2.339, 3.087], [-0.671, 3.661, 1.734], [-0.495, 5.538, 0.186], [-0.610, 6.416, -2.118], [-0.709, 4.847, -4.026], [-0.701, 2.399, -3.640], [1.991, -4.756, -1.280], [0.065, -4.033, -1.465], [-0.955, -4.848, -2.021], [-2.236, -4.404, -2.179], [-3.665, -5.684, -2.995], [-2.584, -3.075, -1.803], [-3.843, -2.460, -1.922], [-4.003, -1.150, -1.540], [-2.912, -0.433, -1.046], [-1.720, -0.987, -0.911], [-1.558, -2.283, -1.265], [-0.244, -2.765, -1.068], [0.580, -1.874, -0.518], [-0.694, -5.852, -2.326], [-4.677, -3.022, -2.321], [-4.961, -0.657, -1.624], [-3.006, 0.607, -0.762], [1.754, -1.333, -2.929], [2.259, -0.310, -2.549], [1.929, 0.373, -1.353], [2.552, 1.593, -1.355], [2.366, 2.451, -0.496], [3.436, 1.692, -2.541], [4.282, 2.696, -2.964], [4.981, 2.475, -4.147], [4.821, 1.296, -4.870], [3.955, 0.294, -4.439], [3.275, 0.520, -3.261], [4.397, 3.610, -2.398], [5.661, 3.230, -4.516], [5.380, 1.161, -5.786], [3.820, -0.623, -4.996], [4.319, 1.715, 3.314], [3.389, 0.691, 2.766], [3.163, -0.625, 3.126], [2.189, -1.112, 2.255], [1.831, -0.134, 1.403], [2.574, 0.949, 1.740], [1.647, -2.499, 2.227], [4.822, 1.325, 4.195], [3.779, 2.618, 3.598], [5.075, 1.985, 2.578], [3.639, -1.169, 3.923], [2.534, 1.770, 1.134], [1.898, -2.999, 3.160], [2.090, -3.056, 1.401], [0.568, -2.511, 2.098]],
  "fmax_ev_per_a": 0.4,
  "homo_lumo_gap_ev": 7.104,
  "homo_ev": -10.687,
  "total_energy_ha": -2819.9282,
  "total_charge": 1
}

***

4.
{
  "formula": "C5H9NO",
  "method": "the ωB97M-V functional and the def2-TZVPD basis",
  "species": ["C", "C", "C", "C", "C", "H", "H", "H", "H", "H", "H", "H", "H", "H", "N", "O"],
  "coordinates": [[1.067, 0.471, 0.043], [-0.014, 0.834, 1.079], [-1.258, 0.118, 0.539], [-1.286, -1.310, -0.011], [0.348, 0.193, -1.336], [2.199, -1.113, 0.017], [1.728, 1.367, -0.252], [0.406, 0.438, 2.070], [-0.234, 1.889, 1.157], [-2.147, 0.721, 0.653], [-2.278, -1.628, -0.262], [-0.370, -1.714, 0.251], [0.749, -0.599, -1.833], [0.395, 1.052, -1.921], [-1.055, -0.093, -0.937], [1.750, -0.625, 0.741]],
  "fmax_ev_per_a": 5.4,
  "homo_lumo_gap_ev": 9.708,
  "smiles": "O[C@@H]1C[C@@H]2CN2C1",
  "homo_ev": -8.788,
  "total_energy_ha": -325.8160
}

***

5.
{
  "formula": "C2H6N4S",
  "method": "the ωB97M-V functional and the def2-TZVPD basis",
  "species": ["C", "C", "H", "H", "H", "H", "H", "H", "N", "N", "N", "N", "S"],
  "coordinates": [[-1.176, 0.930, 0.107], [1.725, -0.427, 0.303], [-3.035, -1.910, -0.409], [-1.841, 1.727, 0.417], [0.309, 2.305, -0.164], [0.766, 0.049, -1.374], [1.734, -0.077, 1.343], [2.702, -2.029, 0.586], [-1.504, -0.263, -0.180], [0.162, 1.331, 0.063], [1.086, 0.479, -0.538], [2.246, -1.483, -0.149], [-3.174, -0.633, -0.006]],
  "fmax_ev_per_a": 1.0,
  "homo_lumo_gap_ev": 9.402,
  "smiles": "[H]/N=C/NN/C=N/S",
  "homo_ev": -8.552,
  "total_energy_ha": -696.9589
}

***

6.
{
  "formula": "C14H15F3N4O7S",
  "method": "the ωB97M-V functional and the def2-TZVPD basis",
  "species": ["C", "C", "C", "N", "C", "C", "O", "C", "C", "H", "H", "H", "H", "H", "H", "H", "H", "H", "H", "H", "H", "H", "O", "S", "O", "C", "F", "F", "F", "C", "C", "C", "N", "O", "O", "N", "C", "C", "N", "O", "O", "C", "H", "H"],
  "coordinates": [[3.639, 1.907, 0.326], [2.082, 1.738, 0.322], [1.657, 0.509, 1.088], [1.460, -0.747, 0.702], [0.584, -1.608, 1.616], [0.527, -3.068, 1.198], [0.382, -3.220, -0.215], [1.514, -2.643, -0.901], [1.590, -1.143, -0.723], [4.118, 1.046, -0.203], [3.913, 2.839, -0.187], [4.044, 2.030, 1.343], [1.804, 1.601, -0.769], [1.595, 0.677, 2.169], [0.982, -1.488, 2.627], [-0.459, -1.248, 1.625], [1.420, -3.589, 1.577], [-0.373, -3.537, 1.611], [2.455, -3.122, -0.559], [1.310, -2.884, -1.953], [0.807, -0.679, -1.332], [2.552, -0.756, -1.047], [-1.909, 1.457, -1.161], [-0.894, 2.477, -1.226], [0.245, 2.334, -2.109], [-1.736, 4.136, -1.704], [-2.201, 4.081, -2.965], [-2.760, 4.379, -0.851], [-0.828, 5.141, -1.599], [-0.229, 2.765, 0.378], [1.269, 3.005, 0.617], [1.314, 3.848, 1.885], [2.404, 4.587, 2.253], [3.433, 5.032, 1.764], [2.011, 5.059, 3.623], [0.840, 4.553, 4.018], [0.371, 3.828, 2.922], [-0.874, 3.110, 2.739], [-1.865, 2.983, 3.786], [-1.458, 3.068, 4.970], [-3.056, 2.766, 3.463], [-1.158, 2.689, 1.396], [1.611, 3.741, -0.201], [-2.130, 2.241, 1.198]],
  "fmax_ev_per_a": 4.0,
  "homo_lumo_gap_ev": 5.550,
  "homo_ev": -7.596,
  "total_energy_ha": -1985.6013
}

***

7.
{
  "formula": "C20H24N2O5S",
  "method": "the ωB97M-V functional and the def2-TZVPD basis",
  "species": ["C", "H", "O", "C", "C", "C", "C", "C", "C", "N", "S", "O", "O", "C", "C", "C", "C", "C", "C", "H", "H", "C", "H", "H", "H", "C", "O", "N", "H", "C", "H", "H", "C", "C", "H", "C", "H", "C", "H", "H", "O", "H", "H", "H", "H", "H", "H", "H", "H", "H", "H", "H"],
  "coordinates": [[1.813, 0.708, 2.772], [2.527, 1.520, 2.897], [2.410, -0.181, 1.853], [1.669, -1.248, 1.421], [0.399, -1.572, 1.874], [-0.269, -2.664, 1.341], [0.314, -3.435, 0.353], [1.587, -3.127, -0.098], [2.272, -2.050, 0.435], [3.557, -1.742, -0.048], [3.597, -0.993, -1.555], [4.973, -0.764, -1.872], [2.787, -1.754, -2.456], [2.793, 0.556, -1.175], [1.420, 0.558, -1.041], [0.788, 1.670, -0.496], [1.536, 2.791, -0.121], [2.913, 2.775, -0.314], [3.549, 1.653, -0.815], [4.620, 1.606, -0.930], [3.495, 3.643, -0.039], [0.860, 3.992, 0.462], [0.302, 4.519, -0.312], [0.153, 3.693, 1.232], [1.587, 4.677, 0.889], [-0.679, 1.573, -0.203], [-1.120, 1.638, 0.929], [-1.442, 1.384, -1.298], [-0.993, 1.294, -2.196], [-2.865, 1.163, -1.234], [-3.386, 1.877, -1.878], [-3.167, 1.332, -0.199], [-3.250, -0.267, -1.671], [-2.739, -1.323, -0.689], [-2.659, -2.287, -1.191], [-3.855, -1.348, 0.356], [-3.655, -0.616, 1.138], [-5.098, -0.952, -0.455], [-5.729, -1.817, -0.686], [-5.710, -0.208, 0.068], [-4.653, -0.412, -1.693], [-3.971, -2.325, 0.818], [-1.772, -1.064, -0.266], [-2.892, -0.432, -2.694], [0.864, -0.320, -1.333], [4.101, -1.196, 0.607], [2.065, -3.702, -0.874], [-0.215, -4.277, -0.064], [-1.257, -2.903, 1.705], [-0.087, -0.971, 2.625], [1.641, 0.223, 3.737], [0.870, 1.106, 2.386]],
  "fmax_ev_per_a": 0.9,
  "homo_lumo_gap_ev": 9.184,
  "smiles": "COc1ccccc1NS(=O)(=O)c1ccc(C)c(C(=O)NC[C@H]2CCCO2)c1",
  "homo_ev": -8.654,
  "total_energy_ha": -1660.4295
}